Record 1
Entry from the Open Molecules 2025 dataset: C24H27ClN4O2S in the gas phase (ωB97M-V/def2-TZVPD).

The geometry in XYZ format:
```
59
C24H27ClN4O2S | the Open Molecules 2025 dataset | ωB97M-V/def2-TZVPD
C -3.36 -7.99 3.23
H -2.66 -8.82 3.17
H -4.34 -8.35 2.94
C -2.91 -6.86 2.31
C -1.53 -6.34 2.69
C -1.13 -5.17 1.79
N -2.08 -4.09 1.91
C -3.40 -4.54 1.48
C -3.88 -5.68 2.37
H -4.88 -5.99 2.04
H -3.95 -5.32 3.40
H -4.09 -3.70 1.56
H -3.38 -4.87 0.43
C -1.64 -2.90 1.21
H -0.59 -2.73 1.48
C -2.45 -1.66 1.62
N -1.76 -0.44 1.29
C -2.00 0.23 0.14
O -2.86 -0.10 -0.66
C -1.13 1.43 -0.08
C -0.79 1.73 -1.39
C 0.01 2.85 -1.66
C 0.44 3.66 -0.60
C 0.06 3.36 0.70
C -0.71 2.25 0.97
H -1.01 2.03 1.98
H 0.40 4.01 1.49
C 1.27 4.84 -0.88
O 1.67 5.60 -0.02
N 1.60 5.04 -2.22
C 1.17 4.25 -3.25
S 1.53 4.51 -4.83
N 0.38 3.18 -2.93
H 0.07 2.62 -3.71
C 2.46 6.18 -2.53
C 3.91 5.77 -2.56
C 4.59 5.65 -3.77
C 5.91 5.24 -3.79
C 6.56 4.95 -2.60
C 5.89 5.07 -1.39
C 4.57 5.48 -1.38
H 4.05 5.58 -0.44
H 6.41 4.85 -0.47
Cl 8.21 4.44 -2.62
H 6.44 5.15 -4.73
H 4.08 5.87 -4.70
H 2.15 6.59 -3.49
H 2.30 6.92 -1.74
H -1.14 1.11 -2.19
H -0.94 -0.21 1.83
H -3.40 -1.63 1.10
H -2.62 -1.70 2.70
H -1.69 -3.02 0.11
H -0.14 -4.80 2.09
H -1.05 -5.52 0.74
H -0.79 -7.14 2.60
H -1.54 -6.00 3.72
H -2.88 -7.23 1.28
H -3.40 -7.65 4.26
```

HOMO level, eV: -8.68
SMILES: CC1CCN(CCNC(=O)c2ccc3c(=O)n(Cc4ccc(Cl)cc4)c(=S)[nH]c3c2)CC1
ΔE to the lowest compared entry with this formula, charge and spin, kcal/mol: 1.8
Calculated total energy, Eh: -2158.72572
Charge: 0

=====

Record 2
Entry from the Open Molecules 2025 dataset: C24H27FN4O3 in the gas phase (ωB97M-V/def2-TZVPD).

The geometry in XYZ format:
```
59
C24H27FN4O3 | the Open Molecules 2025 dataset | ωB97M-V/def2-TZVPD
C 0.69 6.13 -6.99
C 0.51 5.02 -5.96
C 1.69 4.96 -4.99
C 1.52 3.85 -3.95
C 2.70 3.80 -2.99
N 2.53 2.75 -2.00
C 3.01 1.50 -2.34
O 3.57 1.26 -3.39
N 2.82 0.51 -1.40
C 2.21 0.70 -0.18
C 2.06 -0.35 0.73
C 1.43 -0.13 1.94
C 0.97 1.15 2.27
C 1.12 2.18 1.37
C 1.73 1.97 0.14
C 1.88 3.07 -0.82
O 1.47 4.20 -0.62
H 0.77 3.18 1.60
H 0.51 1.32 3.23
C 1.37 -1.25 2.93
O 2.39 -1.77 3.35
N 0.14 -1.60 3.37
C -1.11 -1.24 2.75
H -0.96 -0.45 2.01
C -1.73 -2.47 2.06
N -1.88 -3.52 3.04
C -2.90 -4.46 2.95
C -3.63 -4.73 1.79
C -4.69 -5.62 1.77
C -5.04 -6.30 2.92
C -4.32 -6.07 4.09
C -3.28 -5.16 4.10
H -2.76 -4.97 5.03
H -4.59 -6.59 5.00
H -5.85 -7.01 2.91
H -5.20 -5.79 0.84
F -3.31 -4.13 0.61
C -0.61 -3.90 3.63
H -0.75 -4.71 4.34
C 0.00 -2.68 4.32
H 1.00 -2.92 4.71
H -0.65 -2.35 5.14
H 0.09 -4.24 2.84
H -2.70 -2.19 1.66
H -1.08 -2.78 1.22
H -1.80 -0.89 3.52
H 2.45 -1.33 0.49
H 3.19 -0.40 -1.64
H 3.62 3.60 -3.54
H 2.78 4.75 -2.45
H 1.44 2.89 -4.46
H 0.60 4.02 -3.38
H 1.78 5.92 -4.47
H 2.61 4.79 -5.54
H -0.41 5.19 -5.40
H 0.42 4.06 -6.47
H 1.59 5.97 -7.57
H -0.16 6.16 -7.67
H 0.76 7.10 -6.49
```

HOMO level, eV: -8.22
SMILES: CCCCCn1c(=O)[nH]c2cc(C(=O)N3CCN(c4ccccc4F)CC3)ccc2c1=O
ΔE to the lowest compared entry with this formula, charge and spin, kcal/mol: 8.8
Calculated total energy, Eh: -1475.45137
Charge: 0

=====

Record 3
Entry from the Open Molecules 2025 dataset: a molecular structure, C24H27GaNOSi (ωB97M-V/def2-TZVPD).

The geometry in XYZ format:
```
55
C24H27GaNOSi | the Open Molecules 2025 dataset | ωB97M-V/def2-TZVPD
C -2.46 -0.26 -0.15
C -1.91 -1.30 0.60
C -1.73 -0.87 1.94
H -1.74 -2.33 0.26
C -2.28 0.42 2.09
C -2.61 0.90 0.70
H -3.26 1.77 0.53
H -2.87 -0.34 -1.15
H -1.40 -1.51 2.76
H -2.54 0.93 3.05
Ga -0.58 1.46 1.06
C 1.15 0.94 1.33
H 1.13 -0.19 1.38
H 1.97 1.23 0.63
H 1.46 1.25 2.34
Si 2.38 -2.21 -0.75
C 2.33 -1.57 -2.46
C 1.15 -1.79 -3.20
H 0.31 -2.32 -2.73
C 1.06 -1.27 -4.50
H 0.16 -1.50 -5.07
C 2.08 -0.46 -5.00
H 1.97 -0.06 -6.01
C 3.21 -0.16 -4.23
H 3.98 0.49 -4.65
C 3.33 -0.67 -2.93
H 4.17 -0.34 -2.31
C 1.41 -3.52 0.10
C 1.16 -4.71 -0.61
H 1.54 -4.83 -1.64
C 0.48 -5.74 0.05
H 0.27 -6.66 -0.49
C 0.13 -5.62 1.40
H -0.45 -6.41 1.89
C 0.50 -4.49 2.12
H 0.31 -4.40 3.20
C 1.19 -3.44 1.52
H 1.60 -2.60 2.10
H 1.48 -1.08 -0.32
H 3.68 -2.85 -0.73
O -0.63 2.46 -0.69
C -1.35 3.76 -0.68
C -1.41 4.27 0.73
C -1.82 5.57 1.03
C -1.96 6.00 2.35
C -1.61 5.09 3.36
C -1.16 3.81 3.02
N -1.10 3.38 1.72
H -0.61 2.01 -1.55
H -0.79 4.44 -1.34
H -2.38 3.63 -1.06
H -2.06 6.23 0.20
H -2.31 6.99 2.60
H -1.72 5.36 4.41
H -0.84 3.12 3.79
```

HOMO level, eV: -10.84
Calculated total energy, Eh: -3274.69261
Charge: +1

=====

Record 4
Entry from the Open Molecules 2025 dataset: a molecular structure, C24H27IN4NiSSi (ωB97M-V/def2-TZVPD).

The geometry in XYZ format:
```
59
C24H27IN4NiSSi | the Open Molecules 2025 dataset | ωB97M-V/def2-TZVPD
Ni -0.33 0.21 -0.26
C 3.14 -3.06 -1.88
N 3.09 -1.73 -2.40
C 3.10 -1.47 -3.82
C 2.76 0.02 -3.92
N 2.69 0.43 -2.53
C 2.76 -0.62 -1.70
S 2.56 -0.53 -0.05
H 4.08 -3.54 -2.14
H 2.32 -3.66 -2.28
H 3.06 -3.01 -0.80
H 2.36 -2.09 -4.34
H 4.09 -1.70 -4.23
H 1.80 0.18 -4.43
H 3.53 0.59 -4.44
H 2.25 1.29 -2.23
C -2.83 2.65 0.60
Si -2.50 0.99 -0.35
C -3.05 1.42 -2.17
C -3.77 -0.33 0.27
C -4.61 -0.03 1.34
C -5.53 -0.95 1.81
C -5.62 -2.20 1.22
C -4.79 -2.52 0.15
C -3.88 -1.59 -0.31
H -3.88 2.92 0.50
H -2.24 3.45 0.17
H -2.59 2.58 1.65
H -3.96 2.01 -2.14
H -3.25 0.54 -2.76
H -2.28 1.99 -2.67
H -4.54 0.94 1.81
H -6.17 -0.70 2.64
H -6.32 -2.93 1.58
H -4.85 -3.49 -0.31
H -3.25 -1.84 -1.16
N 0.37 7.30 0.43
C 0.42 6.17 0.23
C 0.46 4.78 0.00
C 0.59 3.90 1.08
C 0.58 2.54 0.84
C 0.43 2.01 -0.46
C 0.37 2.92 -1.52
C 0.38 4.29 -1.30
H 0.68 4.29 2.08
H 0.69 1.87 1.70
H 0.31 2.57 -2.55
H 0.32 4.97 -2.14
I -0.50 -1.21 -2.49
C -0.45 -2.45 -0.75
C -0.55 -3.81 -0.86
C -0.42 -4.55 0.31
C -0.14 -3.88 1.50
C -0.07 -2.50 1.49
N -0.26 -1.77 0.38
H -0.74 -4.27 -1.82
H -0.50 -5.63 0.28
H 0.02 -4.42 2.41
H 0.16 -1.95 2.39
```

HOMO level (spin up / spin down), eV: -6.11 / -7.75
ΔE to the lowest compared entry with this formula, charge and spin, kcal/mol: 28.9
Spin multiplicity: 3
⟨S²⟩: 2.02
Calculated total energy, Eh: -3643.39897
Charge: 0

=====

no.,largest force on an atom (eV/Å)
1,0.782
2,0.666
3,3.366
4,1.261